[1]
{"formula": "C4H3NOS2", "method": "the ωB97M-V functional and the def2-TZVPD basis", "total_charge": 0, "multiplicity": 1, "e_lumo_ev": 0.3, "smiles": "c1onc2c1SCS2", "gap_ev": 9.0112, "largest_force_ev_per_a": 4.61, "e_above_lowest_kcal_mol": 55.0, "e_homo_ev": -8.677, "elements": ["C", "C", "C", "C", "H", "H", "H", "N", "O", "S", "S"], "xyz": [[2.01, -0.21, 0.14], [-0.50, 0.53, -0.09], [-1.85, 0.83, -0.12], [-0.50, -0.82, 0.04], [2.22, -0.20, 1.23], [2.95, -0.14, -0.26], [-2.27, 1.78, -0.40], [-1.71, -1.32, -0.02], [-2.53, -0.24, -0.07], [1.06, 1.45, -0.18], [1.11, -1.66, -0.27]], "nbo_charge": [-0.6458, -0.3194, 0.1392, -0.0018, 0.2172, 0.2346, 0.2144, -0.1431, -0.2342, 0.2341, 0.3048]}


[2]
{"formula": "C5H5NO", "method": "the ωB97M-V functional and the def2-TZVPD basis", "total_charge": 0, "multiplicity": 1, "e_lumo_ev": -0.6, "gap_ev": 8.3597, "largest_force_ev_per_a": 0.86, "e_above_lowest_kcal_mol": 141.8, "e_homo_ev": -8.966, "elements": ["O", "C", "C", "C", "C", "C", "N", "H", "H", "H", "H", "H"], "xyz": [[-1.42, -1.87, 0.60], [-0.62, -1.04, 0.26], [-0.47, 0.48, 0.54], [-1.60, 1.25, 1.02], [0.43, -0.99, -0.82], [0.58, 0.49, -0.63], [1.65, -0.41, -0.28], [-1.49, 2.31, 0.71], [0.47, -1.60, -1.72], [0.15, 0.79, 1.41], [0.78, 1.26, -1.37], [1.77, -0.57, 0.72]], "nbo_charge": [-0.4770, 0.5752, -0.5421, 0.0154, -0.1906, -0.0741, -0.5403, 0.1108, 0.2296, 0.3115, 0.2294, 0.3521]}


[3]
{"formula": "C12H23BCl19FN4O8P4S", "method": "the ωB97M-V functional and the def2-TZVPD basis", "total_charge": 0, "multiplicity": 1, "e_lumo_ev": -0.4, "gap_ev": 8.5502, "largest_force_ev_per_a": 6.89, "e_homo_ev": -8.901, "elements": ["C", "O", "C", "N", "B", "N", "O", "C", "Cl", "P", "N", "C", "F", "S", "O", "C", "O", "C", "N", "P", "P", "O", "O", "O", "P", "O", "H", "H", "H", "H", "H", "H", "H", "H", "H", "H", "H", "H", "H", "H", "H", "H", "H", "C", "Cl", "Cl", "Cl", "H", "C", "Cl", "Cl", "Cl", "H", "C", "Cl", "Cl", "Cl", "H", "C", "Cl", "Cl", "Cl", "H", "C", "Cl", "Cl", "Cl", "H", "C", "Cl", "Cl", "Cl", "H"], "xyz": [[-3.59, 0.92, 4.34], [-4.02, 1.33, 3.06], [-2.98, 1.52, 2.12], [-3.38, 1.10, 0.79], [-3.17, 2.18, -0.20], [-1.98, 2.30, -1.01], [-4.19, 3.12, -0.30], [-3.29, -0.29, 0.47], [-4.55, -1.19, 1.43], [-3.83, -0.66, -1.29], [-2.72, -0.56, -2.38], [-1.90, -0.99, 0.71], [-1.88, -2.07, -0.14], [-1.59, -1.66, 2.39], [-0.98, -0.04, 0.30], [0.41, -0.20, 0.36], [0.82, -1.59, 0.15], [1.92, -1.84, -0.50], [2.95, -2.13, -0.92], [1.10, 0.82, -1.08], [1.39, 2.86, -0.46], [2.61, 3.00, 0.35], [1.55, 3.53, -1.90], [0.09, 3.54, 0.19], [1.22, 0.41, 1.93], [0.55, 1.64, 2.41], [-2.79, 0.18, 4.29], [-4.44, 0.47, 4.84], [-3.27, 1.78, 4.94], [-2.06, 1.04, 2.47], [-2.76, 2.59, 2.07], [-2.13, 2.96, -1.77], [-1.14, 2.56, -0.50], [-3.85, 4.02, -0.23], [-4.97, 0.14, -1.45], [-4.34, -1.96, -1.11], [-2.96, 0.14, -3.08], [-1.46, -2.94, 2.02], [0.01, 0.81, -1.98], [1.97, 4.40, -1.84], [0.26, 4.48, 0.34], [1.17, -0.66, 2.83], [2.55, 0.55, 1.50], [4.18, -3.98, -1.00], [5.49, -4.33, -2.13], [2.72, -4.84, -1.45], [4.66, -4.38, 0.65], [3.97, -2.91, -1.04], [-0.71, -2.90, -4.77], [0.79, -3.02, -5.70], [-0.37, -2.73, -3.05], [-1.71, -1.57, -5.37], [-1.27, -3.81, -4.91], [5.46, 3.57, -0.66], [7.12, 3.70, -0.09], [4.93, 5.08, -1.41], [5.23, 2.23, -1.78], [4.80, 3.39, 0.18], [5.74, -1.45, -4.73], [5.81, -0.04, -5.79], [4.35, -1.34, -3.65], [5.70, -2.94, -5.66], [6.63, -1.46, -4.12], [4.20, 2.05, 4.79], [5.36, 2.08, 3.47], [2.97, 0.83, 4.45], [4.99, 1.74, 6.33], [3.71, 3.01, 4.84], [-7.05, -4.42, 1.73], [-6.89, -3.25, 3.04], [-8.27, -3.89, 0.57], [-5.51, -4.72, 0.94], [-7.39, -5.36, 2.16]], "mulliken_charge": [-0.6417, -0.3273, -0.3780, 0.0755, 0.6675, -0.1700, -0.5329, 0.1941, 0.0766, -0.1852, -0.3274, -0.2287, -0.3177, -0.1636, -0.0178, 0.7417, -0.5059, 0.5271, -0.4487, -0.0178, 0.7052, -0.5314, -0.5518, -0.4979, 0.4085, -0.5896, 0.2283, 0.2509, 0.2957, -0.0817, 0.4571, 0.1609, -0.1044, 0.3104, 0.1237, 0.0632, 0.1833, 0.1961, 0.0520, 0.3551, 0.3249, 0.1132, 0.1786, 0.5487, -0.1723, -0.1828, -0.1845, 0.0124, -0.0770, -0.1183, -0.0165, -0.1341, 0.2972, 0.4278, -0.1485, -0.1728, -0.0921, -0.0046, -0.0518, -0.1350, 0.0057, -0.1222, 0.2938, 0.0382, -0.0998, -0.1373, -0.1263, 0.2816, -0.0210, -0.1082, -0.1262, -0.0899, 0.3458]}


[4]
{"formula": "C39H37N9STeZr", "method": "the ωB97M-V functional and the def2-TZVPD basis", "total_charge": 2, "multiplicity": 1, "e_lumo_ev": -6.1, "gap_ev": 6.5351, "largest_force_ev_per_a": 0.64, "e_above_lowest_kcal_mol": 0.0, "e_homo_ev": -12.663, "elements": ["Zr", "C", "N", "C", "C", "C", "C", "C", "C", "N", "C", "C", "C", "C", "C", "C", "N", "C", "C", "C", "C", "C", "N", "H", "H", "H", "H", "H", "H", "H", "H", "H", "H", "H", "H", "H", "H", "H", "H", "H", "H", "C", "C", "C", "C", "C", "C", "Te", "C", "C", "C", "H", "H", "H", "H", "H", "H", "H", "H", "H", "H", "H", "N", "C", "N", "C", "N", "S", "C", "C", "C", "N", "C", "C", "C", "C", "C", "N", "C", "C", "H", "H", "H", "H", "H", "H", "H", "H"], "xyz": [[0.11, -0.52, -0.14], [-1.51, 2.46, 0.09], [-1.72, 1.11, -0.52], [-1.64, 1.24, -2.01], [-0.25, 1.63, -2.42], [-0.01, 2.64, -3.33], [1.29, 2.88, -3.73], [2.31, 2.10, -3.22], [2.00, 1.12, -2.30], [0.74, 0.89, -1.90], [-3.05, 0.58, -0.15], [-3.11, -0.91, -0.14], [-4.28, -1.60, -0.42], [-4.32, -2.97, -0.23], [-3.19, -3.61, 0.25], [-2.05, -2.87, 0.47], [-2.00, -1.54, 0.29], [-0.32, 2.53, 1.01], [-0.21, 3.58, 1.91], [0.94, 3.71, 2.67], [1.96, 2.78, 2.50], [1.76, 1.75, 1.60], [0.64, 1.61, 0.87], [-2.40, 2.77, 0.62], [-1.36, 3.19, -0.71], [-2.38, 1.95, -2.37], [-1.86, 0.25, -2.44], [-0.84, 3.20, -3.73], [1.51, 3.67, -4.45], [3.34, 2.25, -3.51], [2.76, 0.47, -1.90], [-3.83, 1.00, -0.80], [-3.27, 0.92, 0.87], [-5.14, -1.06, -0.78], [-5.22, -3.53, -0.45], [-3.17, -4.68, 0.42], [-1.14, -3.34, 0.81], [-1.02, 4.29, 2.00], [1.04, 4.52, 3.37], [2.89, 2.85, 3.04], [2.52, 1.00, 1.47], [5.57, -2.48, -4.89], [4.20, -2.40, -4.27], [3.22, -1.57, -4.80], [1.94, -1.51, -4.26], [0.92, -0.64, -4.94], [1.64, -2.31, -3.15], [-0.31, -2.28, -2.33], [2.59, -3.19, -2.62], [2.30, -4.14, -1.49], [3.86, -3.20, -3.19], [5.78, -1.60, -5.50], [5.64, -3.36, -5.53], [6.34, -2.57, -4.13], [3.46, -0.95, -5.66], [1.41, 0.04, -5.64], [0.34, -0.04, -4.24], [0.20, -1.23, -5.51], [2.01, -3.62, -0.58], [3.18, -4.75, -1.28], [1.49, -4.82, -1.75], [4.60, -3.88, -2.78], [5.49, 1.58, 0.51], [4.99, 0.55, 0.39], [4.41, -0.63, 0.26], [3.22, -0.89, 0.12], [2.07, -1.19, -0.01], [0.67, -2.34, 6.49], [0.45, -1.82, 4.84], [-0.21, -0.64, 4.46], [-0.33, -0.36, 3.12], [0.15, -1.14, 2.14], [0.78, -2.28, 2.51], [0.93, -2.65, 3.83], [0.35, -0.85, 7.39], [-0.94, -0.54, 7.80], [-1.14, 0.65, 8.50], [-0.16, 1.49, 8.80], [1.08, 1.17, 8.43], [1.39, 0.01, 7.72], [-0.61, 0.04, 5.18], [-0.85, 0.54, 2.81], [1.19, -2.89, 1.72], [1.45, -3.57, 4.06], [-1.76, -1.21, 7.61], [-2.13, 0.92, 8.83], [1.86, 1.86, 8.71], [2.41, -0.21, 7.44]], "mulliken_charge": [-0.5316, -1.8348, 1.3787, -1.3857, 0.4559, -0.7708, -1.0445, -1.0477, -0.4962, 1.7564, -1.3630, 0.5052, -1.1187, -0.4774, -1.0230, -0.0198, 0.5568, 1.0665, -1.1620, -0.6023, -1.1165, -0.2208, 1.1505, 0.7221, 0.4096, 0.6501, 0.1857, 0.5892, 0.4758, 0.5787, 0.2350, 0.3876, 0.6149, 0.5032, 0.4659, 0.4615, 0.3570, 0.5706, 0.4902, 0.5864, 0.1158, -1.5660, 0.3175, -0.9096, 0.8547, -1.5157, 0.7979, 0.1022, 0.9338, -1.4600, -0.9458, 0.3850, 0.3320, 0.3872, 0.3773, 0.3631, 0.1285, 0.4105, -0.0364, 0.4375, 0.4158, 0.3941, -0.4912, 0.4857, -0.7944, 0.7251, 0.7852, -0.1754, 1.2629, -0.7587, -1.0743, 0.5944, -0.4191, -1.2108, 0.0549, -0.0910, -0.3516, -0.5390, -0.4014, 0.0135, 0.4401, 0.3985, 0.1554, 0.4968, 0.4383, 0.3814, 0.3870, 0.4299]}